# 1
Entry from the OMol25 dataset: a 10-piece molecular cluster, C4H29NO10 overall (the ωB97M-V functional and the def2-TZVPD basis).

```
! RIJCOSX wB97M-V def2-TZVPD def2/J DEFGRID3
* xyz 0 1
C -0.16131 -2.14885 -0.52690
O 0.77167 -3.04069 0.11857
C 1.97513 -2.41120 0.50713
C 3.05723 -3.24126 1.28963
C 3.30745 -4.60637 0.64116
N 2.63592 -3.54804 2.68152
H -0.82664 -2.72614 -1.16891
H 0.41997 -1.61960 -1.28196
H -0.72817 -1.50387 0.14449
H 2.37438 -2.00456 -0.42204
H 1.67106 -1.47521 0.97571
H 3.91338 -2.57691 1.40688
H 4.14159 -5.08696 1.15238
H 3.40216 -4.36816 -0.41827
H 2.43076 -5.23421 0.80032
H 1.63953 -3.69896 2.61426
H 2.77985 -2.72718 3.25211
O -3.14194 2.64402 -1.15981
H -3.70357 3.20887 -0.62901
H -3.72048 1.94205 -1.45774
O 2.12908 0.55992 -1.35319
H 2.61723 1.37855 -1.44143
H 1.37279 0.66814 -1.92986
O -0.91467 1.46791 0.26347
H -1.44111 2.21972 -0.00834
H -0.86824 0.91331 -0.51531
O -1.70878 2.62701 2.64103
H -1.55219 2.23171 1.78345
H -0.92095 2.42512 3.14581
O -1.49855 4.79715 -0.79345
H -1.94277 4.47195 -1.57649
H -2.02019 4.46115 -0.06461
O -2.47206 -0.48574 -2.51603
H -2.89958 -1.17999 -2.01455
H -3.14626 0.18586 -2.61913
O 1.51444 1.07445 1.30517
H 0.60015 1.07586 1.02179
H 2.01587 0.96325 0.49743
O -3.36804 4.37655 1.24165
H -3.07372 3.75921 1.91136
H -3.71305 5.12021 1.73578
O -0.07339 0.46248 -2.78588
H -1.01702 0.30916 -2.73817
H 0.14319 0.34012 -3.71019
*
```

Energy relative to the best compared isomer or geometry (same formula, charge and spin) ... 62.53 kcal/mol
Orbital gap ... 8.223 eV
LUMO level ... -0.0212 Ha
E_HOMO ... -8.80 eV
E ... -26582.9874 eV

=====

# 2
Entry from the OMol25 dataset: a 11-piece molecular cluster, C4H29NO13 overall (the ωB97M-V functional and the def2-TZVPD basis).

```
! RIJCOSX wB97M-V def2-TZVPD def2/J DEFGRID3
* xyz 0 1
C 1.65773 -2.54979 -1.10197
C 0.49688 -2.33123 -0.10527
O 0.95061 -1.25581 0.73818
C -0.71733 -1.76405 -0.87812
N -0.38364 -0.58118 -1.66518
C -0.92508 0.68160 -1.35450
O -1.96886 0.82745 -0.73250
O -0.01576 1.60232 -1.58696
H 1.56924 -3.57163 -1.56523
H 2.69626 -2.47977 -0.67153
H 1.74706 -1.78916 -1.84290
H 0.28380 -3.31278 0.30057
H 1.87441 -1.22382 0.97447
H -1.11091 -2.52611 -1.61764
H -1.44955 -1.53894 -0.08953
H 0.49311 -0.54890 -2.16108
H -0.15721 2.51511 -1.26951
O 2.33284 0.29410 -3.64031
H 1.69481 0.06113 -4.31611
H 2.67562 1.14583 -3.91183
O -1.43962 2.52480 2.79276
H -1.48518 1.62809 3.19260
H -2.25319 2.89987 3.14421
O -0.59239 3.67691 -0.04563
H 0.16935 3.43699 0.53376
H -1.46060 3.41657 0.26616
O 4.36268 -1.38246 -1.50672
H 4.28399 -0.45053 -1.24728
H 4.17369 -1.35237 -2.45539
O 4.10338 1.30674 -0.99121
H 4.02246 1.43268 -0.02817
H 3.61096 1.98703 -1.45990
O -0.67073 0.09023 3.82271
H -0.24778 -0.26912 4.60040
H -1.18773 -0.54122 3.29611
O -2.97202 -2.93861 1.82811
H -2.38067 -2.23059 2.08884
H -3.18663 -2.68565 0.92828
O -2.46089 -0.25172 1.78536
H -3.35726 -0.06167 1.41975
H -2.17135 0.53905 1.25023
O 1.09931 2.09996 1.26191
H 0.76298 1.25047 0.91991
H 0.79108 2.04631 2.18276
O -4.54502 0.34906 -0.24543
H -4.94635 1.20438 -0.06169
H -3.76647 0.62045 -0.77546
*
```

Energy relative to the best compared isomer or geometry (same formula, charge and spin) ... 63.33 kcal/mol
Orbital gap ... 9.920 eV
LUMO level ... 0.0029 Ha
E_HOMO ... -9.84 eV
E ... -32727.1154 eV

=====

# 3
Entry from the OMol25 dataset: C4H2AlFLiO4 as an isolated structure (the ωB97M-V functional and the def2-TZVPD basis).

```
! RIJCOSX wB97M-V def2-TZVPD def2/J DEFGRID3
* xyz 3 1
O -1.68567 1.76177 -1.19690
C -1.95809 2.70491 -1.81378
O -2.26795 3.65177 -2.40560
O 2.04533 -0.91593 1.08770
C 1.25879 -1.61640 1.83521
C 1.30404 -0.02957 0.18907
O 0.00133 -1.24067 1.59310
C -0.10864 -0.54595 0.31507
Li 0.10463 -3.62644 1.00333
H 1.71291 -0.12798 -0.82106
H 1.41457 0.99156 0.56892
F -0.29050 -1.60485 -0.62281
Al -1.53076 0.59777 0.26774
*
```

Energy relative to the best compared isomer or geometry (same formula, charge and spin) ... 0.00 kcal/mol
Orbital gap ... 4.994 eV
LUMO level ... -0.6348 Ha
E_HOMO ... -22.27 eV
E ... -21853.0092 eV

=====

# 4
Entry from the OMol25 dataset: C4H2AlO2 as an isolated structure (the ωB97M-V functional and the def2-TZVPD basis).

```
! RIJCOSX wB97M-V def2-TZVPD def2/J DEFGRID3
* xyz 2 2
H 1.59643 0.35149 1.70517
C 0.72709 0.27819 1.04638
C 0.75380 -0.23526 -0.17211
O -0.37922 0.75286 1.68199
O -1.56988 0.67492 0.86311
Al -1.46429 2.24310 1.12375
C 0.14263 -1.44307 -2.08528
C 0.54287 -0.42236 -1.49048
H -0.34944 -2.19986 -2.67254
*
```

Energy relative to the best compared isomer or geometry (same formula, charge and spin) ... 85.81 kcal/mol
Expectation value of S² ... 0.751
Orbital gap (spin up / spin down) ... 7.312 / 7.043 eV
LUMO level (spin up / spin down) ... -0.4471 / -0.4575 Ha
E_HOMO (spin up / spin down) ... -19.48 / -19.49 eV
E ... -14843.3674 eV

=====

Number 1: maximum force 2.20 eV Å⁻¹. Number 2: maximum force 3.89 eV Å⁻¹. Number 3: maximum force 9.73 eV Å⁻¹. Number 4: maximum force 5.62 eV Å⁻¹.